# C21H69F2NO19

A cluster of 16 separate species, C21H69F2NO19 in total (the ωB97M-V functional and the def2-TZVPD basis, the OMol25 dataset).

The total energy is -2525.0263 Eh. The calculation puts the HOMO energy at -9.6 eV. For the HOMO-LUMO gap, the calculation gives 8.5684 eV.

Atoms and positions in Å:
C (-0.51348, -4.66029, 0.55086)
O (0.55537, -5.59936, 0.98832)
C (0.97042, -5.27604, 2.36136)
C (1.88437, -3.87875, 2.46452)
O (3.06132, -4.10922, 1.61870)
C (3.21475, -3.10159, 0.56198)
N (2.17739, -3.70026, 3.93921)
C (3.62894, -3.94351, 4.28592)
O (3.88215, -5.01767, 5.08380)
F (4.78723, -3.11384, 3.85691)
C (1.64489, -2.39842, 4.49396)
O (0.59404, -2.46995, 5.35783)
F (2.11932, -1.03519, 4.16223)
H (-0.06091, -3.61007, 0.25584)
H (-1.07945, -5.15689, -0.35945)
H (-1.27500, -4.59460, 1.44786)
H (1.66632, -6.11594, 2.84051)
H (0.05947, -5.08683, 3.10168)
H (1.18098, -3.00837, 2.12707)
H (2.25226, -2.48940, 0.30430)
H (4.12380, -2.38606, 0.76538)
H (3.48827, -3.70531, -0.43143)
C (-3.40680, -7.40218, -0.55722)
O (-3.33444, -6.02595, -0.88137)
H (-2.47245, -7.88603, -0.85124)
H (-3.55065, -7.51656, 0.51998)
H (-4.23816, -7.86148, -1.09751)
H (-4.17664, -5.62340, -0.60908)
C (0.40232, -2.11749, -2.31765)
O (-0.12155, -1.78299, -1.04566)
H (1.39644, -2.55204, -2.18937)
H (-0.25201, -2.84655, -2.80186)
H (0.47750, -1.21584, -2.93035)
H (-1.00342, -1.40011, -1.19130)
C (-3.15769, 0.92673, -2.49600)
O (-3.30539, -0.48093, -2.52775)
H (-2.09726, 1.17473, -2.58291)
H (-3.70318, 1.37011, -3.33264)
H (-3.54365, 1.31324, -1.54960)
H (-4.25582, -0.67055, -2.44890)
C (-0.04745, 0.57561, -5.51070)
O (0.01846, 1.29998, -4.29609)
H (-0.48568, -0.40596, -5.31564)
H (-0.67332, 1.11634, -6.22486)
H (0.95959, 0.44870, -5.91541)
H (0.41103, 2.16578, -4.50046)
C (2.15054, 1.27866, -8.56708)
O (2.21645, 2.00302, -7.35248)
H (1.71231, 0.29709, -8.37202)
H (1.52467, 1.81938, -9.28124)
H (3.15758, 1.15175, -8.97179)
H (2.60902, 2.86883, -7.55685)
C (4.59214, 0.13400, 6.41204)
O (3.38922, 0.81327, 6.10236)
H (5.14348, 0.71031, 7.15868)
H (4.35978, -0.85426, 6.81635)
H (5.19947, 0.03647, 5.50890)
H (2.92182, 0.27864, 5.43813)
C (-6.62077, 2.76967, -1.46242)
O (-5.21850, 2.95068, -1.39050)
H (-6.84211, 2.00158, -2.20716)
H (-6.99805, 2.44911, -0.48824)
H (-7.09555, 3.70837, -1.75815)
H (-5.05274, 3.63727, -0.72220)
C (7.52915, -2.27709, 0.09304)
O (6.21024, -2.42695, -0.39924)
H (7.50326, -2.28073, 1.18523)
H (8.14636, -3.10794, -0.25748)
H (7.94381, -1.32837, -0.25625)
H (6.26490, -2.42020, -1.37004)
C (-6.05052, 6.59780, -2.63707)
O (-7.21584, 6.80015, -1.85900)
H (-5.34995, 5.97764, -2.07299)
H (-6.31621, 6.08972, -3.56733)
H (-5.58547, 7.56209, -2.85596)
H (-7.81837, 7.35315, -2.38498)
C (4.14712, 3.87626, 4.79191)
O (4.62199, 4.16198, 6.09467)
H (4.25194, 4.76953, 4.17171)
H (4.73537, 3.06351, 4.35889)
H (3.09335, 3.59142, 4.84155)
H (4.51648, 3.35159, 6.62158)
C (8.93075, -5.92897, 0.15856)
O (9.76419, -5.06439, -0.59123)
H (7.88679, -5.70553, -0.07339)
H (9.14701, -6.96645, -0.10784)
H (9.10647, -5.77123, 1.22546)
H (10.68349, -5.28601, -0.36480)
C (-5.64334, 10.84201, -2.96357)
O (-6.51290, 10.55528, -4.04336)
H (-5.74547, 10.05973, -2.20779)
H (-4.61144, 10.86664, -3.32231)
H (-5.91113, 11.80640, -2.52509)
H (-6.40029, 11.26577, -4.69760)
C (-2.48299, -8.26937, 3.20978)
O (-1.94496, -7.69394, 2.03346)
H (-3.47994, -7.85740, 3.38290)
H (-2.55510, -9.35273, 3.08635)
H (-1.83980, -8.03074, 4.06031)
H (-1.06097, -8.07828, 1.90566)
C (-4.62393, 4.69027, 2.02662)
O (-4.56671, 5.35478, 0.77783)
H (-3.72522, 4.08068, 2.14619)
H (-4.67080, 5.42825, 2.83117)
H (-5.50562, 4.04550, 2.05722)
H (-5.37649, 5.88741, 0.70000)
C (-1.14888, 6.87581, 1.90049)
O (-2.35179, 7.55508, 1.59080)
H (-0.59753, 7.45212, 2.64713)
H (-1.38123, 5.88755, 2.30480)
H (-0.54155, 6.77828, 0.99735)
H (-2.81920, 7.02045, 0.92658)

Atoms 1-3, force components in eV/Å:
-0.50 -0.20 0.04
-0.23 1.55 2.11
0.62 0.51 1.03

***

# C17H20BrF3OPdS

A structure of composition C17H20BrF3OPdS (the ωB97M-V functional and the def2-TZVPD basis, the OMol25 dataset).

The total energy is -4134.6056 Eh. The calculation puts the HOMO energy (spin up / spin down) at -7.6 / -8.1 eV. For the HOMO-LUMO gap (spin up / spin down), the calculation gives 8.1065 / 7.1148 eV. Its expectation value of S² is 2.01. The spin multiplicity is 3.

Atoms and positions in Å:
Pd (0.99157, 0.50372, -0.45463)
Br (0.00559, 0.12145, -2.95018)
C (-0.97904, 1.75182, -2.89308)
C (-1.66447, 2.09314, -4.01532)
C (-2.42150, 3.28649, -4.01975)
C (-2.45865, 4.07444, -2.90963)
C (-1.74190, 3.72251, -1.73805)
C (-1.77953, 4.54525, -0.58487)
C (-1.08931, 4.19999, 0.53667)
C (-0.31545, 3.01303, 0.56082)
C (-0.24389, 2.20018, -0.52998)
C (-0.96619, 2.53082, -1.70889)
H (-1.63156, 1.45875, -4.89132)
H (-2.96903, 3.56349, -4.91145)
H (-3.04129, 4.98854, -2.90506)
H (-2.37009, 5.45429, -0.61399)
H (-1.12590, 4.83319, 1.41455)
H (0.22400, 2.76215, 1.46692)
C (0.06657, -5.01830, -0.55001)
C (0.14662, -4.60595, 0.92024)
C (-0.54885, -3.27941, 1.21603)
S (0.32503, -1.86275, 0.49951)
O (-0.64566, -0.70026, 0.70146)
C (1.64512, -1.77223, 1.76755)
C (1.49912, -0.57146, 2.69361)
C (0.38475, -0.70718, 3.72497)
H (0.63371, -5.93107, -0.73297)
H (0.46644, -4.24309, -1.20774)
H (-0.96939, -5.20176, -0.84325)
H (1.19156, -4.56074, 1.23896)
H (-0.32031, -5.36997, 1.54293)
H (-0.64444, -3.06790, 2.28176)
H (-1.53730, -3.22467, 0.75415)
H (2.57744, -1.73869, 1.20647)
H (1.61156, -2.70628, 2.33518)
H (1.34225, 0.33178, 2.10961)
H (2.46337, -0.44002, 3.18653)
H (-0.59040, -0.77154, 3.24089)
H (0.36618, 0.15595, 4.39207)
H (0.53346, -1.59952, 4.34049)
F (3.35373, 1.09058, -1.99419)
C (2.98928, 0.45123, -0.85556)
F (3.52819, -0.80645, -0.96858)
F (3.70859, 1.04643, 0.14712)

Atoms 1-3, force components in eV/Å:
-0.15 0.54 -0.33
0.09 -0.06 0.02
0.06 -0.04 0.08

***

# C4H7ClO

A structure of composition C4H7ClO (the ωB97M-V functional and the def2-TZVPD basis, the OMol25 dataset).

The total energy is -691.8729 Eh. The calculation puts the HOMO energy (spin up / spin down) at -8.5 / -9.1 eV. For the HOMO-LUMO gap (spin up / spin down), the calculation gives 7.3990 / 8.4695 eV. Its relative energy (zero: lowest compared OMol25 entry of this formula, charge and spin) is 108.6 kcal per mole.

Atoms and positions in Å:
C (-1.35418, 1.36819, 0.33841)
C (-1.57568, 0.79752, -0.83124)
C (0.54926, -1.37442, 0.51371)
C (0.87820, -0.31999, -0.45407)
O (1.87261, 0.15551, -0.81992)
Cl (3.70758, -0.13921, 0.20128)
H (-0.39933, 1.20502, 0.84806)
H (-2.13755, 1.76364, 0.97911)
H (-0.69772, 0.42580, -1.42712)
H (1.53921, -1.73722, 0.73596)
H (0.21776, -0.92639, 1.45243)
H (-0.17015, -2.06214, -0.03134)
H (-2.43000, 0.84369, -1.50528)

Atoms 1-3, force components in eV/Å:
-0.41 -0.94 0.83
1.07 0.44 -2.06
-0.69 0.10 -0.82

***

# CH6O2

A structure of composition CH6O2 (the ωB97M-V functional and the def2-TZVPD basis, the OMol25 dataset).

The total energy is -192.0856 Eh. The calculation puts the HOMO energy at -9.8 eV. For the HOMO-LUMO gap, the calculation gives 10.1848 eV. Its relative energy (zero: lowest compared OMol25 entry of this formula, charge and spin) is 45.6 kcal per mole.

Atoms and positions in Å:
C (1.36753, 0.31649, 0.03195)
H (-0.28467, -0.56613, 0.00496)
H (2.41346, 0.02284, -0.56691)
H (0.67158, 1.33309, -0.48944)
H (1.63709, 0.57139, 1.19705)
H (-2.05575, -0.37230, -0.92784)
H (-2.41200, -0.53414, 0.62963)
O (0.58234, -0.90917, 0.04243)
O (-1.91958, 0.13792, 0.07817)

Atoms 1-3, force components in eV/Å:
0.80 0.74 0.25
-1.91 0.28 0.26
-2.88 1.34 1.49

***

# C5H8Cl2Si

A cluster of 2 separate species, C5H8Cl2Si in total (the ωB97M-V functional and the def2-TZVPD basis, the OMol25 dataset).

The total energy is -1405.1851 Eh. The calculation puts the HOMO energy at -9.0 eV. For the HOMO-LUMO gap, the calculation gives 8.3050 eV. Its relative energy (zero: lowest compared OMol25 entry of this formula, charge and spin) is 55.2 kcal per mole.

Atoms and positions in Å:
C (-0.71970, -1.56560, 0.66887)
C (0.36833, -0.53405, 0.60431)
C (-2.02545, -1.39169, 0.95790)
C (0.22359, 0.74493, 0.81209)
C (1.22193, 1.82453, 0.53088)
Si (0.61757, 0.84255, -2.68617)
Cl (-1.13788, 0.14314, -3.55116)
Cl (1.74975, -0.91656, -2.89669)
H (-0.49331, -2.55831, 0.33684)
H (1.35460, -1.07209, 0.53958)
H (-2.58763, -2.31791, 0.92325)
H (-2.33394, -0.44405, 1.39019)
H (-0.77920, 1.15008, 1.07635)
H (2.16461, 1.29970, 0.42000)
H (1.52763, 2.53727, 1.35913)
H (0.84911, 2.25806, -0.48538)

Atoms 1-3, force components in eV/Å:
-1.14 1.10 -0.22
0.55 -3.51 0.59
2.02 -0.25 0.39

***

- What is the formula in the first record?
  C21H69F2NO19